No. 1
Below is C18H17AsN10O5W as an isolated structure, with properties calculated with wB97M-V/def2-TZVPD.

## Properties
Gap between HOMO and LUMO ... 5.15 eV
Lowest unoccupied orbital energy ... -9.51 eV
Electronic energy ... -106727.7398 eV
ΔE to the lowest compared entry with this formula, charge and spin ... 0.0000 eV

ORCA input file:
```
! wB97M-V def2-TZVPD RIJCOSX def2/J DEFGRID3
* xyz 2 1
W 0.85143 -1.64944 0.14505
O -1.33033 -0.74916 5.83545
C -0.83730 -0.85300 4.63020
C 0.40836 -0.31296 4.23515
C 0.80325 -0.51737 2.94374
N 0.06117 -1.19114 2.06153
C -1.12866 -1.69958 2.42723
C -1.62336 -1.55983 3.68711
C -1.77632 -2.39868 1.27276
O -2.84642 -2.86572 1.18558
O -0.86335 -2.38089 0.20228
C 2.08120 -0.06251 2.31664
O 2.93473 0.60349 2.76438
O 2.13050 -0.58659 1.00836
H -0.76305 -0.27727 6.46407
H 1.04622 0.23328 4.91927
H -2.57749 -1.98275 3.97437
N 3.18520 -3.64013 -1.75151
C 2.61943 -4.12687 -0.63080
N 2.90980 -5.19337 0.06016
N 2.06893 -5.16916 1.12295
N 1.30107 -4.16327 1.10654
N 1.60475 -3.44835 -0.03810
C 2.84021 -2.40727 -2.20743
N 3.37397 -1.81910 -3.24355
N 2.77372 -0.60829 -3.31217
N 1.92493 -0.46794 -2.38848
N 1.88953 -1.60387 -1.62097
H 3.95396 -4.12394 -2.19991
C -1.84570 0.68486 -0.11517
As -0.30246 0.35129 -1.24111
C -1.08079 -0.31253 -2.87088
C 0.64565 2.06043 -1.41556
C -0.38474 3.14078 -1.48543
C -0.71730 3.87586 -0.34937
C -1.70321 4.84731 -0.41383
C -2.36814 5.08468 -1.61069
C -2.03642 4.35993 -2.74797
C -1.04788 3.39015 -2.68720
H -2.39007 1.51357 -0.57051
H -1.55388 0.98710 0.88955
H -2.48920 -0.19258 -0.09818
H -1.79409 0.43770 -3.21565
H -1.62351 -1.23196 -2.65852
H -0.30661 -0.46840 -3.61408
H 1.23584 1.94102 -2.32031
H 1.31465 2.15547 -0.56050
H -0.18411 3.70915 0.58070
H -1.94563 5.43160 0.46354
H -3.13340 5.84714 -1.66017
H -2.53685 4.56279 -3.68507
H -0.76825 2.84629 -3.58350
*
```

These are the Mulliken partial charges, in e, on atoms 1 to 2: 1.71, -0.44



No. 2
Below is C41H34ClCoN2O6Sb as an isolated structure, with properties calculated with wB97M-V/def2-TZVPD.

## Properties
Gap between HOMO and LUMO (spin up / spin down) ... 5.92 / 6.58 eV
Lowest unoccupied orbital energy (spin up / spin down) ... 3.87 / 3.87 eV
Electronic energy ... -115025.6412 eV
ΔE to the lowest compared entry with this formula, charge and spin ... 0.0000 eV
Expectation value of S² ... 3.761

ORCA input file:
```
! wB97M-V def2-TZVPD RIJCOSX def2/J DEFGRID3
* xyz -2 4
Co -1.92890 0.20818 -1.81286
O -3.10291 1.26982 1.89764
C -2.69805 0.79036 0.84144
O -2.09380 1.36417 -0.12002
C -2.88099 -0.72793 0.66704
C -3.76946 -1.43967 1.46550
C -3.87634 -2.80414 1.29114
C -3.08157 -3.41111 0.33391
C -2.23264 -2.61835 -0.41933
N -2.13927 -1.30098 -0.27300
H -4.34129 -0.88738 2.19886
H -4.56487 -3.38868 1.88998
H -3.10357 -4.48075 0.17109
H -1.59566 -3.05531 -1.18280
O 4.61242 -0.95009 -4.26519
C 3.76861 -0.15520 -4.74871
O 3.83837 0.57468 -5.75776
C 2.44267 -0.09272 -3.98190
C 2.06299 -1.15647 -3.17031
C 0.86289 -1.09457 -2.50207
N 0.03310 -0.05077 -2.58981
C 0.38466 0.98651 -3.36266
C 1.57697 0.99274 -4.06908
C -0.62959 2.13277 -3.46076
O -0.24486 3.19742 -3.93093
O -1.80616 1.82886 -3.04709
H 2.73031 -2.00253 -3.06329
H 0.54522 -1.89922 -1.84164
H 1.82309 1.84699 -4.68316
C -0.63783 0.32705 3.94030
C 0.25584 1.52094 3.70122
C 0.32956 2.50943 4.68153
C 1.12204 3.63745 4.52103
C 1.85860 3.79147 3.35674
C 1.79713 2.81249 2.37044
C 1.00925 1.67230 2.52198
Sb 0.88565 0.13962 0.98276
C 2.55877 0.83995 -0.17931
C 2.28521 2.07195 -0.78820
C 3.17767 2.66647 -1.66900
C 4.36154 2.01523 -1.97256
C 4.62243 0.77101 -1.41570
C 3.73243 0.15563 -0.53700
C 4.06187 -1.24249 -0.06673
C 1.76319 -1.41632 2.22125
C 1.12718 -2.65193 2.04705
C 1.47251 -3.77137 2.79666
C 2.46693 -3.65810 3.75679
C 3.10690 -2.43809 3.93983
C 2.77854 -1.31298 3.18299
C 3.54147 -0.03060 3.42442
H -1.12507 0.40239 4.91373
H -0.07350 -0.60826 3.91329
H -1.42576 0.27984 3.18267
H -0.25844 2.39271 5.58687
H 1.15489 4.39316 5.29814
H 2.48479 4.66400 3.21298
H 2.39119 2.94242 1.47734
H 1.33331 2.56752 -0.60524
H 2.91989 3.60401 -2.14790
H 5.05333 2.43776 -2.69078
H 5.51086 0.23181 -1.72319
H 4.73512 -1.71864 -0.78107
H 3.16920 -1.86308 0.02079
H 4.54706 -1.24130 0.91457
H 0.33034 -2.73981 1.31260
H 0.96342 -4.71515 2.63680
H 2.74875 -4.51352 4.35935
H 3.89110 -2.35381 4.68623
H 4.56588 -0.25241 3.73204
H 3.07259 0.56755 4.21134
H 3.57288 0.58975 2.52806
Cl -8.76321 1.77318 -2.12942
C -7.17920 1.02911 -2.36281
C -6.26920 1.59894 -3.24052
C -5.03416 0.99977 -3.43990
C -4.66498 -0.18503 -2.77379
C -3.36648 -0.83369 -2.98789
C -5.60579 -0.70544 -1.86817
C -6.84794 -0.11406 -1.66292
H -6.52319 2.51553 -3.75931
H -4.30762 1.46946 -4.09519
H -2.96089 -0.66177 -3.98620
H -3.40603 -1.90083 -2.76033
H -5.34693 -1.59758 -1.30232
H -7.55439 -0.54027 -0.96056
*
```

These are the Mulliken partial charges, in e, on atoms 1 to 2: 0.10, -0.81



No. 3
Below is C22H31Cl2N3Tc as an isolated structure, with properties calculated with wB97M-V/def2-TZVPD.

## Properties
Gap between HOMO and LUMO (spin up / spin down) ... 7.32 / 4.90 eV
Lowest unoccupied orbital energy (spin up / spin down) ... -13.46 / -15.96 eV
Electronic energy ... -54986.2024 eV
Expectation value of S² ... 3.771

ORCA input file:
```
! wB97M-V def2-TZVPD RIJCOSX def2/J DEFGRID3
* xyz 4 4
Tc 0.48752 1.55035 -2.67055
C 1.89182 2.59457 4.02185
C 2.38963 1.31640 3.30745
C 3.93658 1.31225 3.29988
C 1.86545 0.07738 4.02288
C 1.92926 1.38207 1.87275
C 2.30414 2.45614 1.04953
C 1.89385 2.51435 -0.25654
N 1.11678 1.54422 -0.79314
C 0.72783 0.48486 -0.02760
C 1.11572 0.38896 1.28125
C -0.10803 -0.49987 -0.75023
C -0.63180 -1.65969 -0.20718
C -1.40187 -2.51808 -0.99169
C -1.61995 -2.17891 -2.32737
C -1.07633 -1.01162 -2.82456
N -0.34242 -0.19223 -2.05181
C -1.99277 -3.77974 -0.38752
C -2.86183 -4.81628 -1.42912
C -0.89314 -4.83924 -0.08073
C -3.01737 -3.47770 0.68433
H 2.18686 2.53178 5.06874
H 0.80422 2.68269 3.98455
H 2.33412 3.50139 3.61055
H 4.27905 1.22468 4.33044
H 4.35251 2.23334 2.89265
H 4.33668 0.46439 2.74022
H 2.23251 0.09380 5.04740
H 2.22397 -0.85218 3.57165
H 0.77328 0.05377 4.07667
H 2.92379 3.25577 1.43158
H 2.17074 3.33800 -0.90509
H 0.80447 -0.45356 1.88131
H -0.43522 -1.88614 0.83335
H -2.20547 -2.79151 -2.99824
H -1.22930 -0.72156 -3.85722
H -2.15539 -5.06991 -2.21545
H -3.69023 -4.14052 -1.66976
H -3.24508 -5.71353 -0.95129
H -0.21506 -5.02923 -0.90870
H -1.30094 -5.76757 0.30950
H -0.35401 -4.29889 0.72294
H -3.79227 -2.77925 0.36822
H -2.43521 -2.97522 1.47730
H -3.47068 -4.37840 1.09195
C -3.70110 4.70709 -1.02137
C -3.12193 4.37364 -2.41573
C -2.01101 3.43900 -2.35677
N -1.12356 2.69825 -2.31815
H -4.53379 5.38819 -1.18015
H -2.96137 5.20433 -0.39854
H -4.07316 3.81503 -0.52292
H -2.73934 5.26812 -2.92018
H -3.86831 3.92835 -3.08155
Cl 3.03996 -1.86452 -2.99728
C 3.70021 -0.46279 -3.70881
Cl 2.36065 0.91613 -3.90463
H 3.96953 -0.59555 -4.75265
H 4.45683 0.01437 -3.09645
*
```

These are the Mulliken partial charges, in e, on atoms 1 to 2: 0.66, -1.49



No. 4
Below is C6H6F9NaO12S3 as an isolated structure, with properties calculated with wB97M-V/def2-TZVPD.

## Properties
Gap between HOMO and LUMO ... 7.71 eV
Lowest unoccupied orbital energy ... 3.88 eV
Electronic energy ... -92273.3983 eV
ΔE to the lowest compared entry with this formula, charge and spin ... 2.3216 eV

ORCA input file:
```
! wB97M-V def2-TZVPD RIJCOSX def2/J DEFGRID3
* xyz -2 1
Na 0.24977 -0.63122 -0.63351
C 3.52536 1.58585 -2.26975
F 3.05085 2.07217 -1.09674
F 3.54890 2.60545 -3.12781
F 4.75294 1.13655 -2.08217
S 2.35404 0.22683 -2.97895
O 3.10367 -0.27111 -4.16256
O 2.25333 -0.73734 -1.90829
O 1.12377 0.92651 -3.26591
C -3.93515 1.88736 -1.86095
F -4.80354 2.13705 -2.80087
F -3.07334 2.80378 -1.89399
F -4.57036 1.71752 -0.62792
S -3.02288 0.23802 -2.37178
O -3.97082 -0.87272 -2.13541
O -2.78971 0.35870 -3.82923
O -1.73446 0.08689 -1.67159
C 2.48517 -3.80151 2.14530
F 3.47678 -4.64513 2.13266
F 1.58554 -4.19296 3.12514
F 2.87520 -2.55512 2.31931
S 1.56150 -3.88159 0.43834
O 0.81597 -5.13100 0.39971
O 0.62597 -2.76599 0.41167
O 2.60306 -3.75818 -0.57104
C -1.80244 3.16607 1.17501
O -1.72186 2.41444 2.34705
C -1.00063 1.24819 2.31197
O -0.40884 0.75731 1.35456
O -1.05368 0.67013 3.50493
C -0.34265 -0.54862 3.71329
H -2.56820 2.75096 0.51973
H -0.86514 3.46151 0.70356
H -2.22416 4.13415 1.44533
H -0.49851 -1.42015 3.07749
H -0.27520 -0.90291 4.74190
H 0.66986 -0.26973 3.42148
*
```

These are the Mulliken partial charges, in e, on atoms 1 to 2: 1.06, 0.59